Molecular formula: C6H13BO2
Method: DFT, wB97M-V/def2-TZVPD

```
22
Properties=species:S:1:pos:R:3:forces:R:3
C -2.53385 0.88227 0.99213 -0.217 0.345 -0.123
O -1.77971 -0.25244 1.32823 -0.079 -0.420 0.451
B -0.59008 -0.60757 0.81122 1.664 2.293 -3.232
O 0.00250 -1.76539 1.13779 0.459 -0.112 -0.112
C -0.59225 -2.68941 2.02614 -0.221 -0.138 0.228
C 0.31864 0.41061 -0.49526 -1.968 -2.024 3.050
C 1.81636 0.28698 -0.44936 0.198 -0.082 0.008
C 1.04820 -0.30013 -1.59208 0.076 0.060 -0.186
C 1.15940 0.34538 -2.95243 0.022 -0.106 0.202
H -2.78609 1.41695 1.91111 -0.003 -0.030 -0.115
H -3.45659 0.56175 0.50038 0.078 0.067 0.068
H -1.98982 1.55029 0.32350 -0.019 -0.022 0.037
H -1.59743 -2.96159 1.69066 0.102 0.000 0.039
H -0.66495 -2.26592 3.03126 0.010 -0.071 -0.049
H 0.04133 -3.57604 2.04591 -0.076 0.059 0.031
H -0.09648 1.38339 -0.70885 0.035 0.131 -0.149
H 2.41526 1.16826 -0.63485 0.001 0.060 -0.116
H 2.24138 -0.38443 0.28069 0.009 -0.083 0.084
H 0.95735 -1.37871 -1.61900 0.005 -0.056 0.112
H 1.40208 1.40224 -2.84935 -0.023 0.093 -0.038
H 0.22742 0.25752 -3.50650 -0.093 0.006 -0.114
H 1.95046 -0.12853 -3.53333 0.043 0.027 -0.076
```
Forces are in eV/Å.

Values from the calculation:
F_max = 4.3 eV/Å
HOMO-LUMO gap = 10.1 eV
Electronic energy = -411.7711 Eh
Highest occupied orbital energy = -9.34 eV